The following is a DFT calculation (wB97M-V/def2-TZVPD) of a structure of composition C37H35Cl3N3O6PS2TeY.

Calculated values
**Lowest unoccupied orbital energy**: -2.76 eV
**DFT total energy**: -132555.4756 eV
**Charge**: +1
**Energy above the lowest of the compared OMol25 structures with the same formula, charge and spin**: 0.00 kcal per mole
**Gap between HOMO and LUMO**: 0.2848 hartree
**Highest occupied orbital energy**: -10.510 eV

Each line ends with the Mulliken charge.
Cartesian coordinates (Å):
Y  -0.025  0.399  -0.058  1.494
C  -0.835  -1.529  -6.840  -0.795
O  0.198  -2.360  -6.323  -0.450
C  0.510  -2.256  -5.023  0.931
C  1.518  -3.139  -4.576  -1.072
C  1.899  -3.100  -3.271  -1.040
C  1.335  -2.191  -2.338  0.180
C  1.768  -2.217  -0.968  0.944
C  2.710  -3.291  -0.489  -1.961
O  1.420  -1.379  -0.108  -0.106
C  0.310  -1.308  -2.800  -0.082
O  -0.290  -0.463  -2.017  -0.286
C  -0.082  -1.364  -4.153  -0.083
H  -0.932  -1.791  -7.889  0.249
H  -0.572  -0.473  -6.751  0.312
H  -1.780  -1.717  -6.328  0.334
H  1.957  -3.830  -5.283  0.476
H  2.671  -3.783  -2.941  0.444
H  3.697  -3.156  -0.938  0.330
H  2.356  -4.286  -0.754  0.518
H  2.806  -3.203  0.590  0.280
H  -0.848  -0.674  -4.474  0.363
O  -0.990  1.579  1.794  -0.517
S  -1.064  0.402  2.701  1.310
O  -2.336  0.168  3.303  -0.668
O  -0.547  -0.729  1.877  -0.388
C  0.143  0.653  3.979  -0.124
C  -0.290  0.517  5.289  -0.556
C  0.607  0.693  6.331  -0.701
C  1.928  1.011  6.058  -0.829
C  2.350  1.154  4.744  -0.440
C  1.470  0.971  3.682  -0.409
P  2.072  1.276  1.974  2.009
C  3.612  0.319  1.862  0.444
C  4.572  0.663  0.908  -0.534
C  5.684  -0.140  0.707  -1.067
C  5.842  -1.308  1.440  -0.697
C  4.879  -1.671  2.370  -0.777
C  3.768  -0.865  2.579  -0.748
C  2.537  3.034  2.149  0.693
C  3.836  3.499  2.338  -0.403
C  4.072  4.855  2.524  -0.723
C  3.015  5.753  2.541  -0.707
C  1.716  5.294  2.370  -0.653
C  1.477  3.943  2.168  -0.869
H  -1.327  0.275  5.480  0.622
H  0.270  0.585  7.354  0.430
H  2.633  1.157  6.866  0.441
H  3.382  1.417  4.541  0.457
H  4.457  1.566  0.319  0.833
H  6.431  0.150  -0.022  0.538
H  6.713  -1.933  1.287  0.418
H  4.990  -2.583  2.942  0.457
H  3.023  -1.166  3.305  0.434
H  4.669  2.809  2.355  0.465
H  5.086  5.207  2.671  0.454
H  3.202  6.808  2.701  0.413
H  0.882  5.985  2.407  0.555
H  0.459  3.587  2.049  0.445
C  -3.414  -0.687  -2.392  -0.851
Te  -3.208  -0.039  -0.373  0.338
C  -3.333  -1.990  0.461  -0.954
H  -2.607  -1.371  -2.635  0.089
H  -3.364  0.188  -3.039  0.318
H  -4.386  -1.160  -2.507  0.480
H  -4.338  -2.371  0.317  0.398
H  -3.109  -1.905  1.521  0.259
H  -2.603  -2.636  -0.021  0.302
N  -0.193  7.755  -1.644  -0.322
C  -0.882  6.817  -2.315  -0.123
S  -1.867  7.142  -3.580  -0.315
C  -0.659  5.419  -1.839  0.891
C  0.584  4.983  -1.399  -1.015
C  0.733  3.668  -0.999  -0.487
N  -0.267  2.785  -0.992  0.467
C  -1.466  3.214  -1.411  -0.462
C  -1.703  4.500  -1.847  -0.833
H  -0.320  8.720  -1.901  0.219
H  0.268  7.549  -0.774  0.174
H  1.451  5.630  -1.391  0.610
H  1.697  3.310  -0.665  0.551
H  -2.273  2.494  -1.398  0.139
H  -2.681  4.795  -2.196  0.426
Cl  4.900  -0.920  -2.766  -0.059
C  3.996  0.519  -3.252  0.858
Cl  5.067  1.925  -3.302  -0.092
Cl  3.216  0.264  -4.814  -0.037
C  2.955  0.779  -2.258  -0.749
N  2.146  0.989  -1.478  0.191